Entry 1:
# C4H10N3O8PS2

A cluster of 2 separate species, C4H10N3O8PS2 in total (ωB97M-V with the def2-TZVPD basis set, OMol25).

The net charge is 0. The HOMO energy comes out at -7.76 eV. Its spin multiplicity is 1. The HOMO-LUMO gap comes out at 0.231 hartree. The energy comes out at -2062.035261 a.u.

Geometry (Å):
1 O -4.980 2.207 0.806
2 C -4.019 2.719 0.021
3 N -3.032 2.931 -0.928
4 S -1.605 1.995 -0.473
5 O -1.449 1.990 1.067
6 O -0.382 2.828 -1.023
7 N -1.501 0.430 -1.238
8 S -2.612 -0.728 -0.551
9 O -4.125 -0.381 -0.839
10 O -2.368 -2.077 -1.334
11 P -2.239 -1.201 1.524
12 O -3.323 -0.356 2.596
13 O -2.201 -2.918 1.812
14 H -2.791 0.448 2.910
15 H -3.103 -3.282 2.085
16 C 3.258 -2.115 -0.523
17 C 2.479 -0.912 -0.089
18 O 1.296 -0.881 0.187
19 N 3.105 0.341 0.091
20 C 3.166 1.148 -1.148
21 H 2.610 -2.995 -0.511
22 H 3.635 -1.964 -1.537
23 H 4.091 -2.280 0.164
24 H 4.045 0.201 0.465
25 H 2.485 0.817 0.756
26 H 3.707 0.584 -1.912
27 H 3.705 2.068 -0.908
28 H 2.147 1.380 -1.469

***

Entry 2:
# C4H10N4

An isolated molecule of C4H10N4 (ωB97M-V with the def2-TZVPD basis set, OMol25).

As for the SMILES: C=NN/C=N/N(C)C. The net charge is 0. The HOMO energy comes out at -7.79 eV. Its spin multiplicity is 1. The HOMO-LUMO gap comes out at 0.316 hartree. The energy comes out at -377.165586 a.u.

Geometry (Å):
1 C 3.727 0.225 -0.494
2 N 3.144 -0.903 -0.123
3 N 2.045 -0.176 0.861
4 C 0.667 -0.280 0.076
5 N -0.418 -0.599 0.633
6 N -1.484 -0.316 -0.153
7 C -2.741 -1.067 -0.277
8 C -1.765 1.321 0.113
9 H 3.581 1.348 -0.072
10 H 4.712 0.059 -1.030
11 H 2.001 -0.917 1.692
12 H 0.893 0.202 -0.905
13 H -2.693 -2.324 -0.134
14 H -3.076 -0.717 -1.392
15 H -3.512 -0.671 0.542
16 H -2.012 1.396 1.233
17 H -2.420 1.549 -0.734
18 H -0.649 1.871 0.162

***

Entry 3:
# C4H10N4

An isolated molecule of C4H10N4 (ωB97M-V with the def2-TZVPD basis set, OMol25).

The net charge is 0. The HOMO energy (alpha / beta) comes out at -7.63 / -7.63 eV. Its spin multiplicity is 1. The HOMO-LUMO gap (alpha / beta) comes out at 0.310 / 0.310 hartree. The energy comes out at -377.266220 a.u.

Geometry (Å):
1 C -1.229 -0.544 1.062
2 C -0.853 -0.496 2.527
3 C -0.411 -1.683 0.448
4 C 1.285 0.926 -2.162
5 N -2.001 0.255 0.470
6 N -2.007 0.474 -0.808
7 N -0.938 0.583 -1.494
8 N 0.286 0.488 -1.113
9 H -0.707 -1.590 2.926
10 H -1.518 -0.059 3.261
11 H 0.162 -0.057 2.620
12 H -0.614 -1.941 -0.571
13 H -0.475 -2.564 1.035
14 H 0.586 -1.169 0.557
15 H 1.344 0.151 -2.973
16 H 0.956 1.808 -2.794
17 H 2.189 1.166 -1.559
18 H -1.153 0.783 -2.437

***

Entry 4:
# C4H10N4

An isolated molecule of C4H10N4 (ωB97M-V with the def2-TZVPD basis set, OMol25).

As for the SMILES: [H]/N=C(/NC=C)N(C)N. The net charge is 0. The HOMO energy comes out at -8.56 eV. Its spin multiplicity is 1. The HOMO-LUMO gap comes out at 0.346 hartree. The energy comes out at -377.321751 a.u.

Geometry (Å):
1 H -1.948 1.882 0.924
2 N -2.194 1.409 0.048
3 C -1.173 0.698 -0.274
4 N -1.170 -0.387 -1.069
5 C -0.143 -1.393 -0.518
6 C 0.657 -2.123 -1.314
7 N 0.024 0.551 0.530
8 C 1.316 0.968 -0.027
9 N -0.179 0.796 1.921
10 H -2.059 -0.674 -1.459
11 H -0.400 -1.784 0.461
12 H 0.844 -1.837 -2.342
13 H 0.938 -3.131 -1.035
14 H 1.274 1.054 -1.114
15 H 2.066 0.222 0.245
16 H 1.626 1.924 0.403
17 H 0.348 0.103 2.452
18 H 0.172 1.721 2.167

***

Entry 5:
# C4H10N4

A cluster of 2 separate species, C4H10N4 in total (ωB97M-V with the def2-TZVPD basis set, OMol25).

The net charge is +2. The HOMO energy comes out at -18.54 eV. Its spin multiplicity is 1. The HOMO-LUMO gap comes out at 0.350 hartree. The energy comes out at -376.725831 a.u.

Geometry (Å):
1 C 0.229 0.928 -1.564
2 C -0.489 -1.964 1.607
3 C -0.834 2.853 -2.522
4 C 1.715 -0.948 2.322
5 N -0.614 2.094 -1.511
6 N 0.581 -1.652 1.910
7 N -0.087 -0.021 -0.825
8 N -1.581 -2.391 1.129
9 H 1.074 0.761 -2.279
10 H -1.255 3.844 -2.541
11 H -0.229 2.558 -3.357
12 H 2.354 -0.783 1.488
13 H 1.396 0.120 2.703
14 H 2.209 -1.567 3.162
15 H -0.992 2.276 -0.595
16 H 0.463 -0.828 -0.879
17 H -2.255 -2.924 1.625
18 H -1.683 -2.357 0.126

***

Entry 6:
# C4H10N4

The ion C4H10N4 with charge +2 (ωB97M-V with the def2-TZVPD basis set, OMol25).

The net charge is +2. The HOMO energy comes out at -19.41 eV. Its spin multiplicity is 1. The HOMO-LUMO gap comes out at 0.333 hartree. The energy comes out at -376.558818 a.u.

Geometry (Å):
1 C -0.516 1.224 -0.065
2 C -1.188 -1.151 0.386
3 C 0.442 -0.415 -1.414
4 C 1.172 -0.325 0.867
5 N -2.785 0.417 -0.162
6 N -2.375 -0.587 0.081
7 N 0.244 2.177 0.254
8 N -0.020 -0.123 0.000
9 H -1.312 -1.393 1.434
10 H -0.901 -2.238 -0.051
11 H 0.205 -1.373 -1.803
12 H 0.129 0.184 -2.233
13 H 1.515 -0.316 -1.608
14 H 1.425 -1.394 1.177
15 H 2.024 0.044 0.519
16 H 0.889 0.054 1.925
17 H -0.086 3.112 0.084
18 H 1.139 2.103 0.609